(1)
The following is a quantum chemistry calculation of C30H26B2Cl2F9IrN9O6S as an isolated structure, from the OMol25 dataset.

As for the gap between HOMO and LUMO (alpha / beta): 8.0663 / 5.1840 eV. The HOMO energy (alpha / beta) comes out at -13.05 / -13.72 eV. The relative energy (zero: lowest compared OMol25 entry of this formula, charge and spin) is 0.817 eV. The value obtained for the LUMO energy (alpha / beta) is -4.9798 / -8.5397 eV. Its net charge is +2. As for the expectation value of S²: 8.835. Its multiplicity is 6.

Each line ends with the Mulliken charge.
Positions of all 86 atoms, in Å:
Ir: -0.190 -1.214 -0.356  1.07
C: -3.652 0.906 -1.764  -1.77
C: -2.492 0.005 -1.522  0.40
N: -1.962 -0.186 -0.357  -0.03
O: -2.496 0.434 0.679  -0.45
B: -2.006 0.226 2.108  0.50
F: -1.084 1.232 2.383  0.05
F: -3.110 0.314 2.899  -0.35
O: -1.430 -1.138 2.389  -0.47
N: -0.658 -1.820 1.543  0.00
C: -0.293 -3.008 1.902  0.36
C: -0.577 -3.594 3.240  -1.82
C: 0.336 -3.790 0.823  0.76
N: 0.377 -3.172 -0.304  0.97
O: 0.853 -3.800 -1.394  -0.79
B: -0.090 -3.710 -2.569  0.79
F: -1.341 -4.134 -2.189  -0.32
F: 0.517 -4.400 -3.585  -0.35
O: -0.217 -2.280 -3.100  -0.17
N: -0.824 -1.456 -2.225  0.24
C: -1.857 -0.770 -2.597  0.67
C: -2.401 -0.807 -3.979  -1.76
C: 0.754 -5.207 0.994  -1.83
H: -3.900 1.448 -0.858  0.27
H: -4.527 0.337 -2.082  0.41
H: -3.410 1.614 -2.559  0.40
H: -1.102 -2.882 3.865  0.40
H: 0.357 -3.883 3.725  0.39
H: -1.186 -4.494 3.138  0.38
H: -2.041 -1.687 -4.503  0.37
H: -2.079 0.083 -4.528  0.31
H: -3.490 -0.810 -3.962  0.48
H: 1.228 -5.359 1.962  0.47
H: 1.427 -5.502 0.195  0.44
H: -0.128 -5.851 0.947  0.34
N: 4.958 0.522 0.626  -0.33
C: 4.950 -0.794 0.862  0.63
N: 5.818 -1.311 1.724  -0.38
N: 4.119 -1.638 0.263  -0.73
C: 3.123 -1.330 -0.468  0.60
N: 2.152 -1.203 -1.120  -0.09
H: 5.638 1.135 1.043  0.23
H: 4.328 0.909 -0.053  0.14
H: 6.528 -0.759 2.173  0.20
H: 5.823 -2.308 1.856  0.24
F: 2.359 -4.703 -6.680  -0.26
C: 2.380 -3.642 -5.926  0.49
C: 1.538 -2.566 -6.232  0.54
F: 0.721 -2.649 -7.263  -0.28
C: 1.569 -1.457 -5.438  0.06
F: 0.764 -0.440 -5.696  -0.39
C: 2.406 -1.389 -4.288  0.57
S: 2.301 -0.038 -3.307  0.11
C: 3.260 -2.500 -4.022  -0.01
F: 4.121 -2.450 -3.024  -0.35
C: 3.250 -3.600 -4.826  0.52
F: 4.039 -4.625 -4.591  -0.29
Cl: -3.768 3.276 2.096  -0.09
C: -3.064 3.475 3.654  1.20
C: -3.911 3.445 4.746  -0.77
C: -3.399 3.454 6.034  -0.54
C: -2.027 3.448 6.251  -0.58
C: -1.183 3.478 5.167  0.48
Cl: 0.529 3.459 5.429  -0.20
C: -1.675 3.546 3.846  -0.71
N: -0.738 3.574 2.824  0.18
C: -0.796 4.142 1.599  0.37
C: -1.691 5.212 1.350  -0.26
C: -1.787 5.743 0.095  -0.66
C: -1.003 5.212 -0.936  -0.94
C: -0.078 4.203 -0.679  -0.34
C: 0.084 3.674 0.585  0.46
C: 1.172 2.659 0.829  -1.91
C: 0.819 1.264 0.332  1.83
O: 0.291 1.144 -0.808  -0.67
O: 1.072 0.291 1.074  -0.85
H: -4.976 3.384 4.575  0.48
H: -4.075 3.444 6.878  0.43
H: -1.617 3.423 7.250  0.46
H: 0.104 3.051 3.040  0.04
H: -2.265 5.619 2.172  0.62
H: -2.454 6.572 -0.095  0.47
H: -1.087 5.616 -1.936  0.46
H: 0.545 3.827 -1.480  0.44
H: 1.476 2.558 1.869  0.51
H: 2.048 2.999 0.269  0.49

Cartesian forces, eV/Å:
0.12 0.48 0.17
0.02 -0.04 -0.03
0.02 -0.05 -0.09
-0.07 0.02 -0.14
-0.06 -0.07 0.21
-0.01 -0.26 -0.21
-0.04 -0.46 -0.04
0.08 0.04 0.04
0.02 0.17 -0.01
-0.18 -0.08 0.09
0.07 -0.07 -0.07
-0.02 -0.03 -0.04
-0.08 -0.02 0.16
-0.04 0.02 -0.09
-0.06 0.12 -0.02
0.04 -0.05 -0.10
0.06 0.00 -0.01
-0.02 0.04 -0.02
0.16 0.04 0.06
-0.02 -0.08 -0.06
-0.15 0.04 0.02
0.02 0.00 0.02
-0.01 0.03 0.01
0.00 0.01 0.01
0.00 -0.01 0.01
-0.01 -0.02 0.00
0.00 0.01 0.01
0.00 -0.01 0.00
0.02 0.01 -0.01
-0.01 0.00 0.01
-0.02 -0.01 0.02
0.00 0.01 0.01
-0.01 0.01 0.00
0.01 0.00 0.00
0.00 0.00 0.01
-0.01 0.02 0.00
-0.05 0.21 -0.06
0.05 -0.01 -0.01
0.10 -0.41 0.06
-0.13 0.04 0.02
0.46 0.14 -0.13
0.00 -0.01 0.01
-0.01 0.00 0.02
0.00 0.00 0.01
-0.01 0.01 0.00
-0.01 0.09 0.07
-0.01 -0.13 -0.02
-0.04 -0.11 -0.11
0.05 0.01 0.06
0.05 0.09 0.10
0.03 -0.02 0.05
0.11 -0.20 -0.07
-0.15 0.02 0.04
-0.14 0.18 0.03
-0.07 0.13 0.15
-0.12 -0.18 -0.17
0.01 0.02 0.00
-0.08 -0.01 0.01
-0.07 -0.06 -0.01
-0.07 0.00 0.06
0.01 0.01 -0.01
-0.09 -0.02 0.03
0.09 0.07 -0.07
-0.05 0.01 -0.06
0.12 0.18 0.02
0.12 0.36 0.10
-0.04 0.00 0.24
0.02 0.03 0.03
0.05 -0.02 -0.08
-0.03 0.02 0.03
0.05 0.03 -0.03
0.09 0.13 -0.06
-0.05 0.06 -0.03
-0.05 0.07 -0.21
0.01 -0.18 0.17
0.02 -0.32 -0.03
0.01 0.00 0.01
0.01 -0.02 -0.01
0.00 0.01 -0.01
-0.11 -0.08 -0.02
0.03 -0.02 -0.01
0.00 -0.01 -0.02
0.00 0.00 0.01
-0.01 0.04 -0.01
0.01 0.10 -0.01
0.03 -0.04 0.03

(2)
The following is a quantum chemistry calculation of C29H37BrN3O6Zr as an isolated structure, from the OMol25 dataset.

As for the gap between HOMO and LUMO: 7.3872 eV. The HOMO energy comes out at -10.78 eV. The value obtained for the LUMO energy is -3.3906 eV. Its net charge is +1.

Each line ends with the Mulliken charge.
Positions of all 77 atoms, in Å:
Zr: 0.122 -0.075 -0.286  0.89
O: -1.035 1.543 1.238  -0.31
C: -1.286 1.024 2.550  -0.49
C: -2.047 -0.271 2.418  -1.27
N: -1.307 -1.219 1.550  0.60
C: -0.444 -2.123 2.332  -0.85
C: 1.021 -2.076 1.901  0.42
O: 1.886 -2.595 2.546  -0.62
O: 1.224 -1.415 0.773  -0.62
C: -2.274 -1.921 0.692  -0.67
C: -2.811 -0.930 -0.343  0.49
O: -3.965 -0.858 -0.655  -0.62
O: -1.860 -0.132 -0.829  -0.62
H: -1.878 1.738 0.798  0.35
H: -1.833 1.753 3.149  0.49
H: -0.304 0.879 3.005  0.23
H: -3.018 -0.061 1.963  0.49
H: -2.252 -0.716 3.395  0.47
H: -0.790 -3.156 2.265  0.48
H: -0.474 -1.857 3.389  0.39
H: -3.123 -2.329 1.247  0.38
H: -1.766 -2.740 0.178  0.42
N: 1.708 1.323 0.893  -0.07
C: 1.676 2.725 0.571  1.05
C: 2.402 3.664 1.244  -0.58
C: 2.367 5.018 0.841  -0.84
C: 1.629 5.401 -0.240  -0.87
C: 0.859 4.449 -0.950  0.58
C: 0.068 4.774 -2.076  -0.74
C: -0.662 3.801 -2.696  -1.02
C: -0.628 2.493 -2.176  -0.54
N: 0.097 2.159 -1.132  0.81
C: 0.862 3.109 -0.522  -0.19
H: 2.000 1.172 1.854  0.31
H: 2.423 0.871 0.308  0.24
H: 3.028 3.370 2.077  0.48
H: 2.951 5.744 1.389  0.45
H: 1.618 6.433 -0.565  0.45
H: 0.052 5.795 -2.434  0.47
H: -1.275 4.009 -3.560  0.48
H: -1.229 1.707 -2.621  0.50
C: 4.313 -3.018 -6.599  -1.61
C: 4.066 -3.739 -5.268  1.97
C: 3.202 -4.970 -5.535  -2.15
C: 5.406 -4.206 -4.683  -1.57
C: 3.398 -2.776 -4.289  0.01
C: 2.150 -3.015 -3.732  -0.11
C: 1.637 -2.080 -2.859  0.53
Br: -0.107 -2.325 -2.158  -0.10
C: 2.280 -0.901 -2.482  0.43
O: 1.635 -0.078 -1.632  -0.53
C: 3.547 -0.646 -3.037  -1.03
C: 4.042 -1.599 -3.926  -0.83
C: 4.423 0.594 -2.806  2.47
C: 5.856 0.160 -2.455  -1.92
C: 3.961 1.513 -1.677  -1.85
C: 4.440 1.418 -4.102  -1.70
H: 4.788 -3.696 -7.309  0.46
H: 4.969 -2.157 -6.475  0.32
H: 3.377 -2.668 -7.037  0.36
H: 3.717 -5.633 -6.230  0.43
H: 2.244 -4.705 -5.987  0.40
H: 3.010 -5.537 -4.622  0.41
H: 5.894 -4.897 -5.372  0.46
H: 5.262 -4.719 -3.731  0.36
H: 6.087 -3.371 -4.515  0.31
H: 1.581 -3.901 -3.970  0.60
H: 5.008 -1.404 -4.369  0.22
H: 5.866 -0.473 -1.566  0.41
H: 6.465 1.043 -2.251  0.45
H: 6.340 -0.386 -3.262  0.43
H: 4.017 0.997 -0.714  0.51
H: 2.953 1.891 -1.832  0.11
H: 4.642 2.365 -1.619  0.58
H: 4.819 0.836 -4.943  0.35
H: 5.082 2.292 -3.982  0.45
H: 3.437 1.762 -4.360  0.33

Cartesian forces, eV/Å:
0.41 0.31 0.13
0.08 -0.11 -0.09
-0.03 0.03 0.06
0.01 -0.02 0.01
0.01 0.04 -0.06
0.03 -0.04 0.11
-0.01 -0.01 -0.10
-0.06 -0.04 0.09
-0.09 0.24 0.02
-0.24 -0.07 -0.14
0.06 0.17 -0.16
-0.03 -0.13 0.04
0.11 0.01 0.03
0.09 -0.02 0.06
0.00 -0.02 -0.01
-0.02 -0.03 -0.01
0.02 0.02 -0.02
0.01 0.02 0.00
0.03 0.01 -0.03
0.02 -0.01 -0.01
0.10 -0.04 0.06
-0.03 0.00 0.00
0.17 -0.20 -0.44
-0.04 0.11 0.04
-0.04 -0.02 -0.08
0.00 -0.01 0.00
0.00 0.00 0.01
0.00 -0.02 0.00
0.00 -0.04 0.00
0.01 -0.06 0.05
-0.05 0.06 -0.06
-0.05 -0.19 0.02
0.07 0.06 0.06
-0.13 -0.07 -0.02
0.09 0.13 0.19
0.00 -0.01 0.01
0.00 0.01 0.00
0.00 0.01 -0.01
0.00 0.01 -0.01
0.00 0.02 -0.01
0.00 0.01 0.00
0.02 0.01 -0.03
-0.01 -0.01 0.02
-0.03 -0.03 -0.02
0.03 -0.01 0.00
-0.04 -0.04 -0.01
-0.01 0.04 0.02
0.24 0.04 -0.11
-0.17 -0.15 0.03
-0.04 0.01 0.09
-0.41 0.08 0.19
-0.07 -0.14 -0.03
0.01 0.06 0.05
-0.02 0.02 -0.01
0.03 0.01 -0.02
-0.01 0.06 0.07
0.01 0.03 0.00
0.01 -0.01 0.00
0.01 0.01 0.00
-0.02 -0.01 0.01
0.01 0.00 0.00
-0.01 0.02 -0.01
0.01 0.00 0.02
0.00 -0.01 -0.01
-0.02 0.00 0.01
0.00 0.02 0.00
-0.01 -0.01 0.00
0.00 -0.01 -0.02
-0.01 -0.01 0.01
0.00 0.01 0.00
0.01 0.01 0.00
0.01 -0.04 0.01
0.01 0.00 -0.04
-0.01 0.00 0.00
0.00 -0.02 -0.01
0.00 0.01 0.00
-0.02 0.00 0.01

(3)
The following is a quantum chemistry calculation of C6H24FO6Pd as an isolated structure, from the OMol25 dataset.

As for the gap between HOMO and LUMO (alpha / beta): 5.1215 / 3.6977 eV. The HOMO energy (alpha / beta) comes out at -12.02 / -12.02 eV. The relative energy (zero: lowest compared OMol25 entry of this formula, charge and spin) is 7.777 eV. The value obtained for the LUMO energy (alpha / beta) is -6.8956 / -8.3193 eV. Its net charge is +1. As for the expectation value of S²: 2.003. Its multiplicity is 3.

Each line ends with the natural charge from an NBO analysis.
Positions of all 38 atoms, in Å:
Pd: -2.575 1.209 -1.912  0.99
F: 0.086 0.095 0.423  0.00
C: 0.984 -4.788 3.363  -0.25
O: 1.195 -4.518 1.999  -0.72
H: 0.232 -5.568 3.478  0.17
H: 1.950 -5.167 3.696  0.18
H: 0.620 -3.890 3.863  0.16
H: 0.886 -3.619 1.865  0.45
C: -5.552 -2.059 1.216  -0.25
O: -5.527 -1.470 -0.046  -0.75
H: -6.394 -2.749 1.164  0.17
H: -4.595 -2.528 1.440  0.17
H: -5.871 -1.372 2.000  0.17
H: -6.265 -1.879 -0.503  0.48
C: -0.279 3.100 4.898  -0.26
O: -0.251 1.719 4.966  -0.69
H: -0.986 3.579 4.220  0.15
H: -0.422 3.568 5.872  0.19
H: 0.714 3.420 4.581  0.16
H: -0.452 1.559 4.042  0.45
C: 1.195 4.564 -4.775  -0.26
O: 0.781 4.202 -3.424  -0.75
H: 1.428 3.697 -5.393  0.18
H: 0.512 5.160 -5.381  0.17
H: 2.024 5.261 -4.660  0.18
H: 1.290 4.789 -2.860  0.48
C: 5.967 1.201 1.404  -0.26
O: 4.972 2.208 1.092  -0.74
H: 6.083 0.720 0.432  0.17
H: 6.908 1.376 1.924  0.21
H: 5.651 0.431 2.108  0.16
H: 4.185 1.844 0.682  0.46
C: -1.413 -2.618 -5.121  -0.25
O: -1.305 -1.253 -5.348  -0.73
H: -0.992 -2.866 -4.147  0.17
H: -2.438 -2.969 -4.996  0.16
H: -0.961 -3.270 -5.869  0.18
H: -1.386 -1.120 -6.295  0.48

Cartesian forces, eV/Å:
0.07 -0.11 -0.08
-0.06 0.02 -0.05
0.16 -0.51 0.02
-0.35 0.68 -0.97
-0.04 -0.09 0.08
-0.23 0.19 0.81
0.36 -0.14 0.45
0.11 -0.13 -0.38
-1.00 -0.59 0.80
0.16 0.81 -1.29
0.46 -0.76 0.64
-0.20 -0.12 0.17
0.48 0.36 0.05
0.21 0.39 -0.42
1.39 2.35 0.87
-1.04 -0.76 -0.77
-0.42 -0.46 -0.14
-0.18 -0.32 0.14
0.16 0.46 -0.15
0.11 -1.27 0.05
0.36 0.63 0.35
-0.20 0.14 -1.14
0.30 -0.12 0.47
-0.89 -0.12 0.55
0.49 -0.48 -0.35
-0.15 -0.11 0.17
-1.41 -1.64 -1.03
1.13 0.92 1.44
0.98 -0.40 0.27
0.00 1.84 -0.75
-1.10 -0.16 -0.07
0.40 -0.56 0.14
-0.44 -1.70 1.02
0.08 0.82 -0.32
0.51 0.18 -0.07
-0.45 0.23 -0.37
0.26 0.27 -0.11
-0.01 0.26 -0.03

(4)
The following is a quantum chemistry calculation of one molecule with the formula C5H7BrO, from the OMol25 dataset.

As for the gap between HOMO and LUMO: 10.5554 eV. The HOMO energy comes out at -9.75 eV. As for the SMILES: CC(=O)[C@@H]1C[C@@H]1Br. The relative energy (zero: lowest compared OMol25 entry of this formula, charge and spin) is 0.565 eV. The value obtained for the LUMO energy is 0.8069 eV.

Each line ends with the natural charge from an NBO analysis.
Positions of all 14 atoms, in Å:
C: 0.756 -1.742 -0.811  -0.71
C: 0.755 -0.789 0.397  0.60
O: 0.608 -1.200 1.520  -0.52
C: 0.363 0.634 0.076  -0.35
C: -0.403 1.508 1.055  -0.41
C: -1.046 1.126 -0.218  -0.28
Br: -2.395 -0.175 -0.279  0.03
H: 1.489 -1.410 -1.559  0.22
H: -0.251 -1.718 -1.242  0.25
H: 0.978 -2.669 -0.356  0.23
H: 1.227 1.032 -0.557  0.23
H: -0.695 1.031 1.944  0.25
H: -0.255 2.626 1.129  0.23
H: -1.131 1.746 -1.098  0.24

Cartesian forces, eV/Å:
0.83 1.73 0.51
-3.50 0.01 -0.49
0.95 -0.32 0.36
2.38 1.37 -0.74
0.72 2.26 -1.30
0.98 -1.27 -0.72
-0.98 -0.58 0.11
-0.19 -0.37 0.08
0.20 0.00 0.13
0.30 -1.34 -0.14
-1.55 0.14 0.73
-0.48 -0.60 0.95
0.35 -1.52 0.11
-0.01 0.50 0.42

(5)
The following is a quantum chemistry calculation of C2HCrF5NO5S2 as an isolated structure, from the OMol25 dataset.

As for the gap between HOMO and LUMO (alpha / beta): 5.0300 / 6.2309 eV. The HOMO energy (alpha / beta) comes out at -14.03 / -13.16 eV. The value obtained for the LUMO energy (alpha / beta) is -9.0041 / -6.9260 eV. Its net charge is +1. As for the expectation value of S²: 6.415. Its multiplicity is 5.

Each line ends with the natural charge from an NBO analysis.
Positions of all 17 atoms, in Å:
N: -0.125 -0.101 -0.364  -1.01
S: 0.624 0.862 -1.461  2.14
O: 0.557 0.423 -2.848  -0.72
O: -0.024 2.194 -1.169  -0.93
C: 2.306 1.255 -0.624  0.31
F: 2.814 0.091 -0.168  -0.26
F: 3.115 1.637 -1.643  -0.27
S: -1.040 0.639 1.065  1.73
O: -0.062 1.658 1.622  -0.98
O: -1.308 -0.407 2.066  -0.85
Cr: 1.106 2.710 0.485  1.59
C: -0.378 -1.586 -0.387  1.11
F: 0.268 -2.175 0.620  -0.28
F: -1.634 -2.034 -0.374  -0.27
F: 0.164 -2.038 -1.520  -0.30
O: -3.599 -1.823 2.454  -0.43
H: -2.785 -1.306 2.248  0.41

Cartesian forces, eV/Å:
-0.01 -1.25 0.39
-1.78 -1.97 -2.07
0.66 0.95 3.20
1.45 0.57 1.21
0.73 -2.67 -2.48
-0.72 1.80 0.44
-0.81 0.63 1.56
-4.66 -1.17 0.87
3.49 1.71 -0.36
1.97 1.65 -1.80
-1.57 -1.13 0.03
1.38 -1.50 -1.20
-0.29 0.77 -0.09
0.55 1.66 0.29
0.07 0.26 -0.10
0.16 0.13 -0.13
-0.62 -0.44 0.25